Record 1
Here is C12H21N5O3 in the gas phase in a non-equilibrium geometry from the OMol25 dataset. Energies are from the ωB97M-V functional and the def2-TZVPD basis.

```
41
C12H21N5O3 | the OMol25 dataset | the ωB97M-V functional and the def2-TZVPD basis
N -4.18295 -0.76215 1.35075
C -4.59749 -1.25228 0.05443
C -3.56768 -0.83342 -0.96666
C -2.21033 -1.40571 -0.79537
C -1.27642 -0.89514 0.26004
C -0.72234 0.49010 0.07890
N 0.32107 0.69649 1.03786
C 1.46464 1.40819 0.85577
O 2.11289 1.83187 1.80941
C 2.01969 1.65929 -0.52907
N 3.07674 2.61726 -0.50402
C 2.45343 0.40994 -1.28230
C 3.30837 -0.52460 -0.49390
C 4.67434 -0.48834 -0.22125
N 4.96829 -1.52313 0.63082
C 3.80233 -2.19367 0.84982
N 2.78400 -1.64648 0.25721
C -1.72011 1.55190 0.28784
O -2.31468 1.78564 1.31640
O -1.99659 2.28854 -0.77564
H -4.85305 -0.95299 2.10918
H -4.02219 0.24100 1.30783
H -4.62398 -2.35355 -0.00423
H -5.59864 -0.95258 -0.35025
H -3.58267 0.30295 -1.09300
H -3.98358 -1.18605 -1.93895
H -2.28887 -2.51043 -0.66441
H -1.73260 -1.34944 -1.80098
H -1.81172 -0.89550 1.25204
H -0.44377 -1.60467 0.32575
H -0.36689 0.72005 -0.92006
H 0.07402 0.50349 1.98751
H 1.21051 2.12704 -1.16178
H 3.71328 2.31801 0.23558
H 2.67014 3.50253 -0.26140
H 2.96625 0.78045 -2.18457
H 1.58850 -0.24905 -1.47804
H 5.47266 0.13272 -0.68933
H 5.88708 -1.76407 1.02034
H 3.76478 -3.09665 1.45557
H -2.43646 3.07245 -0.36787
```

Its total energy is -969.38046 Eh. For the molecular weight, the calculation gives 283.33 Da. The LUMO energy comes out at 0.662 eV. For the strongest force on any atom, the calculation gives 0.0628 Eh/bohr. As for the SMILES: NCCCC[C@H](NC(=O)[C@@H](N)Cc1c[nH]cn1)C(=O)O. Its energy above the lowest of the compared OMol25 structures with the same formula, charge and spin is 29.2 kcal/mol. As for the HOMO energy: -8.67 eV.

For reference, the Löwdin charges in units of e are: N 0.01; C -0.31; C -0.24; C -0.22; C -0.15; C -0.27; N 0.15; C -0.43; O 0.06; C -0.36; N 0.06; C -0.11; C -0.25; C -0.07; N 0.03; C -0.23; N 0.10; C -0.52; O 0.10; O 0.12; H 0.08; H 0.05; H 0.11; H 0.11; H 0.13; H 0.12; H 0.13; H 0.12; H 0.13; H 0.12; H 0.14; H 0.16; H 0.16; H 0.08; H 0.08; H 0.13; H 0.11; H 0.13; H 0.16; H 0.12; H 0.15



Record 2
Here is C12H21NO in the gas phase from the OMol25 dataset. Energies are from the ωB97M-V functional and the def2-TZVPD basis.

```
35
C12H21NO | the OMol25 dataset | the ωB97M-V functional and the def2-TZVPD basis
C -4.45532 -0.59166 -0.63291
C -3.22443 -1.48601 -0.54354
C -2.31812 -1.15054 0.64202
C -1.71992 0.25746 0.62151
C -0.80093 0.50026 -0.57429
C -0.07585 1.84513 -0.51533
C 1.02678 1.90763 0.55158
N 2.05855 0.92634 0.32271
C 3.04992 1.15276 -0.55542
C 4.05325 0.27834 -0.81157
C 4.04792 -1.05623 -0.27820
O 4.93739 -1.87379 -0.42759
C 2.74390 -1.41714 0.43865
C 2.18126 -0.22353 1.19503
H -5.11883 -0.94242 -1.42005
H -5.00325 -0.60339 0.30698
H -4.17971 0.43524 -0.85879
H -3.55020 -2.52327 -0.43464
H -2.65777 -1.42120 -1.47373
H -1.50242 -1.87805 0.67140
H -2.89460 -1.26673 1.56340
H -2.52014 0.99926 0.61884
H -1.15973 0.39309 1.54965
H -1.39470 0.47629 -1.48913
H -0.06361 -0.30195 -0.64176
H -0.79533 2.64190 -0.31676
H 0.38132 2.03994 -1.48798
H 0.60306 1.74182 1.54342
H 1.46713 2.91139 0.54062
H 3.01443 2.11232 -1.05574
H 4.85717 0.55526 -1.47299
H 2.91709 -2.25204 1.11722
H 2.03943 -1.74740 -0.33126
H 1.20051 -0.46636 1.60948
H 2.85578 0.02732 2.02917
```

Its total energy is -599.83324 Eh. For the molecular weight, the calculation gives 195.31 Da. The LUMO energy comes out at 0.728 eV. For the strongest force on any atom, the calculation gives 0.0122 Eh/bohr. As for the SMILES: CCCCCCCN1C=CC(=O)CC1. Its energy above the lowest of the compared OMol25 structures with the same formula, charge and spin is 18.1 kcal/mol. As for the HOMO energy: -8.14 eV.

For reference, the Löwdin charges in units of e are: C -0.11; C -0.27; C -0.22; C -0.22; C -0.21; C -0.17; C -0.17; N -0.14; C -0.08; C -0.02; C -0.45; O 0.05; C -0.09; C -0.15; H 0.07; H 0.07; H 0.06; H 0.10; H 0.10; H 0.11; H 0.11; H 0.11; H 0.10; H 0.11; H 0.10; H 0.11; H 0.11; H 0.12; H 0.12; H 0.13; H 0.10; H 0.12; H 0.12; H 0.12; H 0.14



Record 3
Here is a molecular structure, C12H22AsBr6F6O20S5 in a non-equilibrium geometry from the OMol25 dataset. Energies are from the ωB97M-V functional and the def2-TZVPD basis.

```
72
C12H22AsBr6F6O20S5 | the OMol25 dataset | the ωB97M-V functional and the def2-TZVPD basis
As -0.12805 0.59506 0.09367
F 1.40300 1.52698 0.14250
F -1.04219 2.11832 -0.43189
F -1.75292 -0.29176 0.02531
F 0.74697 -0.90288 0.62379
F -0.55042 1.15721 1.72462
F 0.31181 0.14155 -1.63594
C 2.64847 2.44193 -2.78838
Br 1.50420 2.85582 -4.33589
Br 3.15074 4.21173 -2.09009
Br 4.30875 1.60071 -3.40734
H 2.04008 1.91174 -2.05566
C 0.17495 -0.23735 -5.60894
Br -1.21571 0.89526 -6.44120
Br 1.84549 -0.35262 -6.62334
Br -0.60327 -2.05800 -5.40806
H 0.36278 0.18046 -4.61988
C 0.33986 -0.54392 3.98198
C 1.64885 -0.87306 3.37654
O 2.45424 -1.34455 4.43317
S 1.78347 -1.32597 5.92213
O 2.20119 -0.11437 6.49638
O 1.89218 -2.56744 6.72511
O 0.28305 -1.22629 5.24746
H -0.48636 -0.99310 3.43090
H 0.08778 0.51316 4.06658
H 2.22651 -0.12645 2.83157
H 1.67722 -1.73671 2.71215
C -4.63683 0.68640 -2.35598
C -3.73631 -0.53409 -2.63619
O -4.22110 -1.24089 -3.76406
S -5.21035 -0.34091 -4.74566
O -6.52176 -0.94107 -4.96338
O -4.43451 0.07086 -5.91034
O -5.16246 0.97883 -3.65344
H -4.17567 1.52258 -1.83040
H -5.50279 0.32375 -1.80217
H -3.92890 -1.21668 -1.80850
H -2.65863 -0.37301 -2.66411
C -1.22770 4.82784 2.44212
C -2.07898 3.62363 2.77823
O -3.28972 4.19028 3.29219
S -3.23009 5.77830 3.57218
O -3.43046 6.14641 4.96863
O -3.88807 6.49975 2.48808
O -1.60293 5.77252 3.32052
H -1.36842 5.16336 1.41463
H -0.15034 4.68008 2.51670
H -1.50045 3.12516 3.55601
H -2.30077 2.91314 1.98192
C -0.29579 -3.75554 -0.43162
C -0.66962 -3.24093 -1.81067
O -0.78033 -4.52671 -2.55558
S -1.63327 -5.65965 -1.59767
O -1.29522 -7.01975 -2.07184
O -3.05119 -5.19217 -1.47515
O -0.70338 -5.15691 -0.33260
H -0.92285 -3.13478 0.20835
H 0.77764 -3.69047 -0.25383
H 0.15510 -2.71365 -2.29019
H -1.62487 -2.71954 -1.87172
C 4.23624 -0.52010 0.54568
C 5.73319 -0.41352 0.26341
O 6.30716 -0.59222 1.51159
S 5.56577 -1.76164 2.39774
O 5.40942 -1.39177 3.78627
O 6.01249 -3.05132 1.90452
O 4.15360 -1.35075 1.67986
H 3.80139 -1.06606 -0.29153
H 3.74714 0.44554 0.67375
H 5.99060 0.57540 -0.11587
H 6.03132 -1.17515 -0.45711
```

Its total energy is -22245.25149 Eh. As for the total charge: -1. For the molecular weight, the calculation gives 1314.96 Da. The LUMO energy comes out at 1.122 eV. For the strongest force on any atom, the calculation gives 0.0829 Eh/bohr. As for the HOMO energy: -8.57 eV.

For reference, the Löwdin charges in units of e are: As 1.01; F -0.29; F -0.31; F -0.30; F -0.27; F -0.26; F -0.31; C -1.50; Br 0.55; Br 0.51; Br 0.53; H -0.05; C -1.53; Br 0.55; Br 0.53; Br 0.56; H -0.08; C -0.18; C -0.21; O -0.22; S 0.70; O -0.22; O -0.26; O -0.20; H 0.13; H 0.12; H 0.12; H 0.12; C -0.15; C -0.20; O -0.21; S 0.75; O -0.25; O -0.30; O -0.23; H 0.14; H 0.12; H 0.12; H 0.12; C -0.26; C -0.15; O -0.20; S 0.72; O -0.24; O -0.25; O -0.19; H 0.13; H 0.14; H 0.12; H 0.12; C -0.16; C -0.17; O -0.27; S 0.79; O -0.26; O -0.28; O -0.23; H 0.12; H 0.13; H 0.11; H 0.11; C -0.18; C -0.21; O -0.20; S 0.73; O -0.21; O -0.23; O -0.23; H 0.13; H 0.12; H 0.13; H 0.13



Record 4
Here is a molecular structure, C12H22BF4MoN8OS2Se in a non-equilibrium geometry from the OMol25 dataset. Energies are from the ωB97M-V functional and the def2-TZVPD basis.

```
52
C12H22BF4MoN8OS2Se | the OMol25 dataset | the ωB97M-V functional and the def2-TZVPD basis
Mo 0.35688 0.29160 0.57086
Se 0.29322 0.18128 2.89219
N 3.87894 -2.30841 -1.25734
C 4.85017 -1.42998 -0.98512
N 6.10808 -1.73029 -1.30309
N 4.61929 -0.26397 -0.40713
C 3.43138 0.05068 -0.03313
N 2.34712 0.30480 0.27171
H 4.06614 -3.19603 -1.68883
H 2.93081 -2.11177 -0.96928
H 6.35350 -2.56602 -1.80124
H 6.81628 -1.03875 -1.12632
N -2.11769 2.87103 1.64016
C -0.82969 3.17427 1.69754
S 0.16928 2.83109 0.32044
N -0.38581 3.72473 2.82573
C 0.94261 4.04250 3.25203
C 1.19242 3.91467 4.61205
C 2.44172 4.22618 5.12427
C 3.45004 4.66347 4.27489
C 3.18453 4.80138 2.92042
C 1.93128 4.50069 2.39987
H -2.44160 2.33582 0.85052
H -2.71201 2.87278 2.45456
H -1.04714 3.72207 3.58793
H 0.40774 3.56035 5.27406
H 2.62504 4.12419 6.18689
H 4.42876 4.90555 4.66848
H 3.95537 5.16416 2.25150
H 1.73208 4.64231 1.34832
C -0.84811 -0.17441 -2.52470
O 0.24377 0.41126 -1.75867
H -0.50728 -0.38682 -3.53378
H -1.70332 0.49131 -2.53575
H -1.12883 -1.09167 -2.02532
H 0.43390 1.29199 -2.10270
F -3.63842 -0.28449 -0.95071
B -3.15684 -0.29435 0.32490
F -1.70966 0.25673 0.17086
F -3.06407 -1.56816 0.87314
F -3.75537 0.61744 1.17014
C -1.25774 -3.70082 3.40455
N -0.98681 -3.15926 2.07966
C 0.21491 -2.95938 1.60162
N 1.27107 -3.39060 2.29222
S 0.41096 -2.19679 0.03991
H -2.33365 -3.74506 3.53967
H -0.83476 -3.05592 4.17823
H -0.85797 -4.71237 3.50256
H -1.74153 -2.73814 1.54721
H 1.18664 -3.65728 3.25913
H 2.17744 -3.11260 1.96081
```

Its total energy is -4674.24326 Eh. As for the total charge: +1. For the molecular weight, the calculation gives 620.20 Da. The LUMO energy (spin up / spin down) comes out at -3.791 / -2.975 eV. For the strongest force on any atom, the calculation gives 0.0241 Eh/bohr. Its spin multiplicity is 3. As for the HOMO energy (spin up / spin down): -9.89 / -11.13 eV.

For reference, the Löwdin charges in units of e are: Mo 0.77; Se 0.17; N 0.20; C -0.48; N 0.20; N 0.14; C -0.27; N -0.04; H 0.12; H 0.03; H 0.12; H 0.13; N 0.14; C -0.80; S 0.64; N 0.08; C -0.25; C -0.03; C -0.07; C -0.08; C -0.07; C -0.05; H 0.08; H 0.13; H 0.15; H 0.12; H 0.11; H 0.11; H 0.11; H 0.06; C -0.08; O -0.29; H 0.09; H 0.09; H 0.05; H 0.08; F 0.19; B -1.16; F -0.20; F 0.14; F 0.15; C -0.04; N -0.02; C -0.84; N 0.14; S 0.64; H 0.10; H 0.09; H 0.10; H 0.10; H 0.11; H 0.10



Record 5
Here is a molecular structure, C12H22BrF5NOSi2 from the OMol25 dataset. Energies are from the ωB97M-V functional and the def2-TZVPD basis.

```
44
C12H22BrF5NOSi2 | the OMol25 dataset | the ωB97M-V functional and the def2-TZVPD basis
C 3.31340 4.81147 -1.12043
C 3.55599 3.82966 -1.78416
Si 3.92391 2.36721 -2.77344
Br 5.81343 2.71767 -3.82759
O 2.73915 1.93096 -3.79107
Si 1.37256 2.79625 -4.22289
C 4.22762 0.81356 -1.66637
F 5.32943 0.95648 -0.87106
F 4.45843 -0.23746 -2.52158
C 3.02928 0.41042 -0.73766
F 1.98074 1.25782 -0.92263
F 3.35320 0.47680 0.55428
F 2.58046 -0.82075 -0.99455
H 3.10967 5.68421 -0.52331
H 0.68358 3.29829 -3.02129
H 1.75371 3.89529 -5.12260
H 0.48381 1.85249 -4.92443
C 0.79012 -1.54409 1.91261
C 0.00450 -0.49579 1.11896
C -1.40574 -0.22642 1.63975
N -2.52303 -0.98993 0.95410
C -2.75727 -0.41711 -0.40097
C -2.25516 -2.46717 0.88393
C -2.53246 -2.95002 2.29286
C -3.77945 -2.14593 2.70436
C -3.77450 -0.89696 1.80602
H 0.45343 -2.56405 1.72640
H 1.84413 -1.50341 1.64742
H 0.71285 -1.35445 2.98428
H -0.00811 -0.75017 0.05741
H 0.54235 0.44989 1.18355
H -1.67479 0.82027 1.50383
H -1.47613 -0.44700 2.70388
H -1.84751 -0.50237 -0.98852
H -3.03780 0.62780 -0.29631
H -3.55879 -0.97169 -0.88076
H -2.97397 -2.87712 0.17459
H -1.25182 -2.64318 0.51058
H -1.68855 -2.72889 2.94552
H -2.69436 -4.02428 2.32375
H -3.76711 -1.88729 3.76005
H -4.68647 -2.71857 2.52383
H -3.73797 0.04279 2.35030
H -4.62476 -0.87523 1.12936
```

Its total energy is -4252.62490 Eh. As for the total charge: +1. For the molecular weight, the calculation gives 427.38 Da. The LUMO energy comes out at -2.452 eV. For the strongest force on any atom, the calculation gives 0.0152 Eh/bohr. As for the HOMO energy: -12.66 eV.

For reference, the Löwdin charges in units of e are: C 0.10; C -0.20; Si 0.00; Br 0.53; O -0.43; Si 0.57; C -0.44; F 0.07; F 0.06; C -0.54; F 0.10; F 0.16; F 0.16; H 0.05; H -0.06; H -0.05; H -0.06; C -0.08; C -0.22; C -0.10; N -0.28; C 0.03; C -0.10; C -0.13; C -0.12; C -0.08; H 0.07; H 0.07; H 0.09; H 0.10; H 0.11; H 0.14; H 0.14; H 0.11; H 0.12; H 0.11; H 0.15; H 0.12; H 0.11; H 0.13; H 0.12; H 0.12; H 0.14; H 0.13



Which of these has the lowest total energy?
C12H22AsBr6F6O20S5



The lowest strongest force on any atom belongs to which entry?
C12H21NO